{"formula": "C10H11BrNO", "method": "ωB97M-V/def2-TZVPD", "symbols": ["C", "C", "C", "C", "C", "C", "C", "C", "C", "C", "N", "O", "Br", "H", "H", "H", "H", "H", "H", "H", "H", "H", "H", "H"], "positions_angstrom": [[-0.7928, 3.3868, 1.2736], [-1.8559, 2.7208, 0.7093], [0.4438, 2.8613, 1.4912], [-1.6069, 1.3815, 0.3536], [0.5960, 1.4844, 1.2091], [-0.4382, 0.7674, 0.5863], [-0.0722, -0.6468, 0.0859], [-0.7313, -1.6934, 0.4483], [1.0118, -0.6454, -1.0054], [0.4770, -3.0064, -1.1846], [0.6808, -1.7726, -1.9746], [1.7030, -3.3784, -0.6496], [-1.8610, -2.4112, 1.6815], [-1.0380, 4.4017, 1.6697], [-2.8446, 3.1068, 0.4775], [1.3079, 3.3584, 2.0583], [-2.5196, 0.7497, 0.0820], [1.5084, 1.1159, 1.4082], [0.9035, 0.3030, -1.5420], [1.9849, -0.7894, -0.5684], [-0.1647, -3.7461, -1.7371], [-0.2130, -1.6456, -2.5645], [1.6634, -1.8426, -2.3586], [1.8576, -4.0600, 0.0501]], "atomic_forces_ev_per_a": [[-1.729, 3.437, 0.905], [0.756, -1.929, -0.689], [1.738, -2.013, 1.268], [-4.252, -0.261, -0.294], [-2.619, 2.833, -1.119], [3.447, -1.235, 0.601], [-0.547, 2.665, 0.198], [1.471, -3.269, -2.218], [-2.840, 0.808, 0.442], [-1.621, -0.209, 2.646], [1.129, -0.693, 1.179], [-0.015, 0.408, -0.723], [0.161, 0.387, -0.331], [0.546, -0.670, -0.583], [0.337, 0.335, 0.454], [-1.669, -0.418, -1.113], [1.438, 0.913, -0.208], [3.014, -1.828, 0.601], [0.492, -0.227, -0.011], [0.428, -0.197, -0.202], [0.922, 0.545, 0.674], [2.234, 0.217, 0.694], [-1.560, -0.305, -1.226], [-1.259, 0.706, -0.946]], "spin_multiplicity": 1, "total_energy_ha": -3091.234941, "e_homo_ev": [-12.222, -12.223], "gap_ev": [8.3, 8.3], "charge": 1}